No. 1
21
Properties=species:S:1:pos:R:3:forces:R:3 method="wB97M-V/def2-TZVPD" homo_ev="-11.8 / -11.8" total_charge=+1 gap_ev="7.5 / 7.5" de_lowest_kcal_mol=76.8 lumo_energy_ev="-4.3 / -4.3"
C 0.81046 -0.52694 -2.43436 0.7 -0.5 -1.4
C 0.92976 -1.83122 -2.01555 -0.9 2.3 1.0
C 0.21858 0.10708 -1.36287 -1.5 4.2 3.3
C 0.00005 -0.74223 -0.29625 1.4 -1.0 -3.0
C -0.47824 1.95602 0.99941 -0.3 -0.4 1.9
C -0.55576 0.65875 1.52834 -1.4 -0.5 2.1
C -0.13223 2.18389 -0.27787 1.0 -4.0 -3.1
C -0.45720 -1.76318 1.85284 -0.9 2.0 1.7
N 0.44090 -1.96590 -0.76973 -0.3 0.1 0.7
N -0.38208 -0.56883 0.97063 -0.9 1.8 3.3
N -0.14281 3.34283 -0.85167 1.0 -1.6 -1.7
H 1.06693 -0.24987 -3.46214 -0.1 0.4 0.8
H 1.45232 -2.60490 -2.39709 1.1 -2.4 -1.7
H -0.62316 2.88140 1.66334 0.1 -1.7 -0.7
H -0.93017 0.60236 2.62613 1.0 0.0 -2.1
H -0.66406 -1.52808 2.92731 1.2 0.7 -0.8
H -1.33950 -2.30623 1.76515 -1.6 -1.2 -1.5
H 0.38680 -2.36229 1.74241 1.4 -0.9 0.0
H 0.42521 -2.85920 -0.31808 -0.1 -0.1 0.3
H 0.43897 3.56175 -1.63854 -0.1 0.1 -0.3
H -0.46478 4.01479 -0.25140 -0.8 2.8 1.2

---

No. 2
41
Properties=species:S:1:pos:R:3:forces:R:3 method="wB97M-V/def2-TZVPD" homo_ev=-6.4 total_charge=-1 gap_ev=9.5 de_lowest_kcal_mol=7.8 lumo_energy_ev=3.1
Cl 9.40687 -3.18482 10.49700 -0.5 0.4 -0.3
C 12.53584 -3.44825 11.63701 0.3 -1.2 -0.5
C 13.29820 -3.19672 12.89622 -1.2 2.1 -0.3
O 12.50888 -2.43415 13.81323 -0.2 0.0 0.3
O 11.59131 -4.48187 11.84517 -0.6 0.7 0.3
H 13.25133 -3.85145 10.93715 0.5 -0.1 -0.6
H 12.08767 -2.56163 11.15550 0.1 -0.1 0.6
H 14.20760 -2.68024 12.64871 0.4 0.9 0.1
H 13.61302 -4.06538 13.36908 0.3 -2.1 0.7
H 11.59382 -2.78431 13.77198 0.3 0.1 -0.1
H 10.72616 -4.06093 11.61441 0.4 -0.8 -0.1
C 8.84501 -1.38703 14.11411 0.5 -2.6 2.0
C 9.58978 -1.17866 15.43103 -0.3 1.0 -0.7
O 10.73621 -0.39667 15.17591 0.8 -0.4 0.3
O 9.55907 -2.54137 13.62111 -0.2 0.3 -0.2
H 8.84573 -0.51035 13.55219 0.5 1.3 -1.4
H 7.81070 -1.61501 14.34194 -0.5 -0.4 -0.1
H 9.82412 -2.15299 15.82817 0.2 -0.4 0.2
H 9.02186 -0.64337 16.17446 -0.5 0.3 0.2
H 11.41991 -1.00683 14.84902 0.0 0.4 -0.1
H 9.43901 -2.79671 12.68890 -0.5 0.6 -0.2
C 9.94989 -4.82478 7.47691 1.1 1.0 1.0
C 10.04313 -4.37261 6.05291 -0.9 -1.3 -0.2
O 11.17474 -4.94926 5.40462 -0.2 -0.2 0.2
O 11.20806 -4.39015 8.06370 -0.3 -0.9 -0.7
H 9.78177 -5.86956 7.70323 0.3 -0.6 -0.6
H 9.15801 -4.32464 8.00254 -0.6 0.5 0.1
H 10.11116 -3.31108 6.07139 0.3 1.1 0.0
H 9.08687 -4.60030 5.53591 0.7 -0.3 -0.2
H 11.77036 -5.18608 6.13635 -0.1 0.3 -0.4
H 10.99261 -3.89093 8.84899 -0.2 0.2 0.7
C 6.23734 -2.25051 11.24337 1.8 1.1 0.3
C 4.78501 -2.18741 11.09106 -2.1 -0.7 -1.9
O 4.43611 -2.62044 9.71852 -0.1 -0.2 1.0
O 6.78901 -1.31661 10.32546 -1.0 1.1 -0.1
H 6.57846 -3.23511 10.95342 0.2 -0.4 0.5
H 6.54895 -1.94833 12.28053 -0.2 -0.6 -0.7
H 4.33545 -1.16197 11.12471 0.5 -0.8 0.9
H 4.34287 -2.98825 11.73288 -0.1 1.1 -0.2
H 5.05922 -2.18282 9.13088 0.2 0.2 0.1
H 7.57974 -1.59842 9.87664 0.7 -0.8 0.3

---

No. 3
83
Properties=species:S:1:pos:R:3:forces:R:3 method="wB97M-V/def2-TZVPD" homo_ev="-19.6 / -19.4" total_charge=+4 gap_ev="6.2 / 5.0" de_lowest_kcal_mol=27.9 lumo_energy_ev="-13.4 / -14.4" spin_multiplicity=4
C -2.64148 -6.97571 -2.60077 -1.3 -1.5 -0.1
C -1.62406 -6.05162 -2.89918 0.1 1.8 1.3
C -0.78334 -6.34597 -3.98931 1.0 -0.9 -1.6
C -0.99770 -7.51754 -4.72983 0.8 1.3 0.4
N -1.97566 -8.37565 -4.43233 -0.2 -0.2 -0.4
C -2.78191 -8.12265 -3.39858 -0.3 0.9 1.3
C -1.40816 -4.85974 -2.10517 -0.5 -2.3 -1.7
C -1.10460 -3.88879 -1.44561 0.5 -1.2 -0.4
C -0.49473 -2.95851 -0.60527 -0.6 0.8 0.2
C -1.31686 -1.90426 -0.22761 -0.2 0.9 0.4
C -0.72907 -0.93112 0.57163 1.4 -3.1 -1.0
C 0.63227 -1.12482 1.06916 -1.9 -0.2 -1.1
C 1.39738 -2.23545 0.73979 -0.3 -0.3 -0.2
C 0.83421 -3.12018 -0.17606 0.3 0.0 0.2
Tc -0.03731 0.71918 1.37379 1.5 1.3 6.0
P -0.87385 2.38990 0.11765 -1.8 2.0 -1.9
H 0.04034 -5.68927 -4.25668 -0.2 -0.1 0.0
H -3.31064 -6.82974 -1.75721 0.1 0.1 -0.2
H -0.35571 -7.76083 -5.58292 -0.3 0.1 0.3
H -3.56948 -8.85452 -3.18917 0.3 0.3 -0.1
H 1.39395 -3.97767 -0.55638 -0.1 0.3 0.3
H -2.35522 -1.81635 -0.55575 0.3 -0.3 0.1
H 2.36843 -2.40914 1.20393 -0.3 0.0 -0.3
H -1.48801 -0.04901 0.81041 0.0 -0.3 -0.2
C -0.28981 4.00049 0.81887 0.3 -0.4 0.7
C 0.04497 5.13724 -0.14642 0.1 0.3 -0.2
H 0.58129 3.76629 1.45302 0.0 0.3 0.0
H -1.08800 4.33083 1.50477 0.2 -0.2 -0.1
H 0.31503 6.02012 0.44746 0.0 -0.2 -0.1
H 0.90357 4.90972 -0.78739 -0.2 0.0 0.1
H -0.80612 5.42395 -0.77469 0.2 -0.2 0.1
C -0.33152 2.24150 -1.61077 0.6 -0.2 -0.2
C -1.31900 1.63314 -2.60780 -0.1 0.0 -0.2
H 0.55853 1.59838 -1.58039 -0.2 0.2 -0.1
H 0.00754 3.23634 -1.92857 -0.1 -0.2 0.0
H -0.77222 1.38111 -3.52600 -0.2 0.1 0.2
H -1.76961 0.70510 -2.23324 0.0 0.2 -0.1
H -2.11797 2.33395 -2.87849 0.2 -0.3 0.1
C -2.68785 2.64686 0.01120 0.1 -0.6 0.3
C -3.14371 3.95985 -0.62550 -0.1 0.2 -0.1
H -3.07385 2.55493 1.03830 -0.1 0.0 -0.4
H -3.07480 1.78575 -0.55163 0.0 0.1 0.1
H -4.23430 3.92449 -0.73797 0.2 0.0 0.0
H -2.91217 4.82904 0.00132 0.0 -0.2 -0.2
H -2.72062 4.12242 -1.62553 -0.1 0.0 0.3
Br 1.77039 -0.71094 3.38157 -1.2 0.8 -0.9
P 4.16076 0.97746 -0.32817 -1.2 -0.4 0.4
C 2.99779 2.18275 -1.01804 0.2 -0.1 -0.3
C 3.72898 3.31753 -1.73533 0.1 0.4 -0.1
H 2.36830 2.53425 -0.18391 0.1 0.0 -0.2
H 2.37861 1.61382 -1.72288 0.3 0.2 0.1
H 3.04536 3.84025 -2.41132 0.2 0.0 0.1
H 4.13518 4.04090 -1.01995 0.0 -0.1 -0.2
H 4.56190 2.92065 -2.32813 -0.2 0.2 0.0
C 4.02634 1.00229 1.47354 0.4 0.3 -0.2
C 5.37306 0.67426 2.12298 0.2 -0.1 0.3
H 3.25535 0.25895 1.73324 0.3 0.2 -0.2
H 3.65589 1.99591 1.76292 0.2 -0.1 -0.1
H 5.33504 0.92314 3.18630 0.1 -0.1 -0.1
H 5.60183 -0.39291 2.03504 0.0 0.2 0.0
H 6.18763 1.24358 1.65942 -0.2 -0.1 0.2
C 3.64861 -0.66914 -0.93294 0.6 -0.2 0.1
C 4.40767 -1.15108 -2.17376 0.0 -0.1 -0.2
H 2.56716 -0.59542 -1.11621 0.2 0.1 0.0
H 3.80198 -1.35825 -0.08991 0.1 0.2 -0.2
H 4.20151 -2.21432 -2.32806 0.1 0.2 0.0
H 4.09012 -0.61184 -3.07056 0.1 0.0 0.1
H 5.48768 -1.02439 -2.05226 -0.2 -0.1 -0.1
C -4.20614 2.54569 4.51380 -0.2 0.4 0.3
C -3.23345 1.54033 4.04427 0.2 -0.3 -0.1
C -3.15806 0.17209 4.26572 0.6 -0.5 -0.4
C -2.06577 -0.31754 3.53834 -0.7 1.1 0.4
N -1.47101 0.73775 2.88710 0.5 0.6 -0.1
N -2.20949 1.84468 3.23470 -0.1 0.4 -0.3
C -1.61355 -1.71441 3.46960 0.2 -0.6 0.2
H -5.19002 2.38695 4.05149 0.2 -0.1 0.1
H -4.34036 2.46151 5.59875 0.0 0.0 -0.2
H -3.87865 3.56708 4.28560 -0.1 -0.2 0.1
H -3.81553 -0.42435 4.87478 0.0 0.0 0.1
H -1.96946 2.79257 2.94111 0.1 -0.6 0.2
H -2.10671 -2.26697 4.28064 0.2 0.1 -0.3
H -1.89025 -2.19066 2.51890 0.0 0.1 0.2
H -0.52688 -1.78426 3.61258 -0.4 -0.1 -0.1

---

No. 4
10
Properties=species:S:1:pos:R:3:forces:R:3 method="wB97M-V/def2-TZVPD" homo_ev=-4.4 total_charge=-1 gap_ev=7.0 de_lowest_kcal_mol=138.4 lumo_energy_ev=2.6
S 1.18986 -0.84321 0.23551 3.9 1.5 -0.7
O 1.88903 0.13660 1.14277 -2.3 -2.2 0.1
O 0.07946 -1.86741 0.55668 2.4 0.5 -1.0
C 0.22521 0.29583 -0.97703 -3.7 2.0 -1.8
F -0.30449 1.18087 -1.88471 -0.6 0.8 1.3
F 0.53853 -0.52289 -2.07505 0.7 -2.6 0.5
Tl -1.29115 -1.90607 2.04776 -2.3 1.0 1.6
O -1.40064 0.23579 0.29623 1.3 2.5 0.8
H -1.12840 1.26626 0.67818 -0.3 -3.8 -2.1
F 0.20259 2.02423 -0.02033 1.0 0.4 1.3